# C13H9N3O8Pt

C13H9N3O8Pt as an isolated structure (ωB97M-V/def2-TZVPD, the OMol25 dataset).

## Properties
DFT total energy: -1386.41025 hartree
2S+1: 1

Last column: natural (NBO) charge in e.
Atoms and positions in Å:
Pt (1.148, 0.141, -0.103)  1.00
O (2.336, 1.246, 1.000)  -0.62
O (2.903, -0.161, -0.915)  -0.65
O (-1.804, -1.005, -0.827)  -0.59
O (-1.090, 3.676, 4.905)  -0.60
O (4.208, -1.116, -2.439)  -0.59
O (1.095, 3.753, 4.467)  -0.65
O (-2.651, -2.391, -2.367)  -0.67
O (2.577, 2.645, 2.707)  -0.63
N (-0.312, 1.003, 1.342)  -0.50
N (0.739, -1.346, -1.880)  -0.43
N (-1.591, 1.951, 2.851)  -0.47
C (-0.334, -1.971, -2.405)  0.06
C (-0.131, 3.343, 4.251)  0.77
C (-2.858, 0.523, 1.360)  -0.69
C (2.059, -2.435, -3.576)  -0.18
C (-1.651, -1.723, -1.770)  0.78
C (0.956, -3.061, -4.097)  -0.15
C (1.907, -1.594, -2.479)  0.12
C (3.128, -0.921, -1.929)  0.73
C (1.884, 1.936, 1.982)  0.78
C (-0.269, -2.820, -3.493)  -0.19
C (0.442, 1.813, 2.180)  -0.01
C (-1.570, 1.116, 1.793)  0.43
C (-0.339, 2.403, 3.116)  0.02
H (3.056, -2.556, -3.973)  0.27
H (-3.291, -0.048, 2.183)  0.23
H (-3.467, -2.173, -1.893)  0.51
H (-3.556, 1.320, 1.099)  0.23
H (-2.392, 2.229, 3.399)  0.45
H (1.737, 3.352, 3.804)  0.51
H (-2.727, -0.122, 0.513)  0.28
H (1.032, -3.722, -4.949)  0.23
H (-1.172, -3.283, -3.856)  0.25